Entry 1:
The following is a quantum chemistry calculation of C5H6N2O in the gas phase, from OMol25.

HOMO level	-8.17	eV

Element x y z (Å)
C1 -2.13138 -0.52892 -0.77208
C2 -1.02447 0.05454 -0.32480
C3 0.20486 -0.32710 0.41162
C4 -0.35021 1.17579 0.40552
N1 0.76858 1.94986 -0.17326
C5 1.85612 1.20509 -0.36075
N2 1.51500 -0.11174 -0.19470
O1 2.31247 -1.28020 -0.25754
H1 -2.99094 -0.07330 -1.19727
H2 -2.28958 -1.64103 -0.84239
H3 0.13534 -1.17309 1.09126
H4 -0.84583 1.62291 1.21280
H5 2.86771 1.39001 -0.64353
H6 1.71508 -1.92257 -0.54120

Cartesian forces (eV/Å) of the 2 atoms listed first:
C 0.5086 -1.3339 -0.1275
C 0.6764 -0.1369 -0.1034

=====

Entry 2:
The following is a quantum chemistry calculation of 2 unconnected molecules or ions with the total composition C5H6N2O, from OMol25.

HOMO level	-8.67	eV

Element x y z (Å)
C1 -2.22569 0.05567 -0.34199
C2 -1.18059 -1.01710 -0.35289
C3 0.08082 -0.72576 0.03058
C4 1.21332 -1.33442 0.17807
N1 2.36250 -1.68021 0.19709
H1 -1.85155 0.80220 0.38702
H2 -3.22802 -0.28351 0.06400
H3 -2.35157 0.55464 -1.19685
H4 -1.16948 -2.11194 -0.63858
H5 3.13407 -1.01539 0.30506
N2 1.18207 1.71055 1.09590
C5 1.11986 1.48872 -0.08962
O1 0.83080 1.73712 -1.17597
H6 2.08346 1.81944 1.53818

Cartesian forces (eV/Å) of the 2 atoms listed first:
C -0.4522 -1.8611 4.5667
C 2.2634 -0.6991 0.2710

=====

Entry 3:
The following is a quantum chemistry calculation of C5H6N2O in the gas phase, from OMol25.

HOMO level	-9.17	eV

Element x y z (Å)
O1 -1.95493 -1.28070 0.32939
C1 -1.03373 -0.64433 -0.12299
C2 -1.19843 0.96382 -0.22348
N1 -0.26902 1.85311 -0.03670
N2 0.98300 1.34530 0.06090
C3 1.12495 -0.03344 0.52470
C4 1.68487 -1.36318 -0.11425
C5 0.35965 -0.83312 -0.50209
H1 -2.18114 1.28734 -0.40147
H2 1.64122 1.97729 0.50318
H3 0.75147 -0.08952 1.55957
H4 1.85195 -2.21971 0.57094
H5 2.45980 -1.27636 -0.89036
H6 0.49442 -0.36083 -1.51777

Cartesian forces (eV/Å) of the 2 atoms listed first:
O 1.0063 -0.1640 -0.5848
C -1.7392 1.9160 0.8947

=====

Entry 4:
The following is a quantum chemistry calculation of C5H6N2O in the gas phase, from OMol25.

HOMO level	-7.63	eV

Element x y z (Å)
C1 2.09025 -0.73086 0.12320
C2 0.65026 -0.69776 0.13833
C3 2.77997 0.43920 0.03008
C4 -0.04250 0.47221 0.02088
C5 0.77101 1.76712 -0.10071
N1 -2.53587 0.97192 -0.08136
N2 -1.41289 0.28686 0.27529
O1 2.11254 1.58396 -0.01372
H1 2.57441 -1.72956 0.12378
H2 0.02352 -1.49815 -0.08482
H3 3.87826 0.57814 0.00309
H4 -2.16496 1.84565 -0.63642
H5 -1.56479 -0.73990 0.34146
H6 -3.20206 1.31553 0.59368

Cartesian forces (eV/Å) of the 2 atoms listed first:
C -0.5808 -0.8098 -0.2512
C 2.2568 1.3998 -1.2309